DFT (ωB97M-V/def2-TZVPD) results for a 2-piece molecular cluster, C6H12O overall at a distorted geometry.

Last column: natural (NBO) charge in e.
Positions of all 19 atoms, in Å:
C -2.3166 1.7946 -0.2666  -0.37
C -1.4166 0.8436 -0.5259  -0.22
C -0.0746 0.9015 0.0608  -0.27
C 0.8814 0.0047 -0.2076  0.05
C 0.7128 -1.2236 -1.0789  -0.67
C 2.2974 0.1688 0.3032  -0.64
H -1.9929 2.7365 0.1697  0.18
H -3.3866 1.6854 -0.2791  0.20
H -1.6484 0.0169 -1.1885  0.20
H 0.2390 1.8622 0.4272  0.21
H -0.2207 -1.7308 -0.8149  0.22
H 0.5021 -0.9371 -2.1121  0.23
H 1.5673 -1.8814 -0.9889  0.22
H 2.4242 -0.3682 1.2454  0.23
H 2.9828 -0.1693 -0.4665  0.21
H 2.4998 1.1948 0.5879  0.22
O -1.1399 -1.5081 2.0725  -0.94
H -0.5511 -1.0618 1.4475  0.47
H -1.3594 -2.3289 1.6148  0.46

- Structure (SMILES): C=CC=C(C)C.O
- DFT total energy: -8462.603 eV
- Relative energy (zero: lowest compared OMol25 entry of this formula, charge and spin): 1.751 eV
- Net charge: 0


DFT (ωB97M-V/def2-TZVPD) results for C49H52GeIrNO7P4S as an isolated structure.

Last column: Mulliken spin population.
Positions of all 116 atoms, in Å:
Ir -0.3424 1.1853 0.3587  2.12
C -0.7425 5.3513 2.5761  0.00
C -1.4259 5.0058 1.2555  -0.01
O -2.2650 6.0988 0.9131  0.00
P -0.1408 4.8305 -0.0034  0.02
O 0.7265 6.1723 -0.0327  0.00
O -0.8664 4.8993 -1.4054  0.00
O 0.6814 3.6237 0.2194  0.02
P -2.4244 3.4755 1.5157  0.02
O -3.0293 3.3757 0.0304  0.00
O -3.4528 3.7409 2.5383  0.01
O -1.4528 2.3166 1.7579  0.07
H -0.3927 6.3839 2.5308  0.00
H 0.0891 4.6773 2.7843  0.00
H -1.4648 5.2689 3.3869  0.00
H -2.9770 5.7616 0.3552  0.00
H 1.3095 6.2451 0.7261  0.00
H -0.4312 4.3699 -2.0825  0.00
H -3.8852 2.9355 0.0331  0.00
C 5.2376 -4.6359 -0.7211  0.00
S 5.3642 -3.4140 -2.0378  0.00
C 5.7395 -1.9424 -1.0530  0.00
C 4.5890 -1.4362 -0.1988  0.00
C 3.3704 -1.0711 -1.0274  0.00
N 2.2934 -0.4254 -0.2731  0.01
P 1.9217 1.2090 -0.3591  0.43
C 3.3534 2.0607 0.3262  -0.10
C 3.3133 2.3707 1.6822  0.02
C 4.4294 2.9016 2.3071  0.02
C 5.5881 3.1316 1.5769  0.00
C 5.6288 2.8317 0.2228  0.00
C 4.5145 2.2953 -0.4031  -0.01
C 1.8602 1.6583 -2.1172  -0.02
C 2.0878 2.9666 -2.5387  0.03
C 1.8487 3.3270 -3.8559  0.00
C 1.3855 2.3841 -4.7643  0.01
C 1.1677 1.0778 -4.3529  0.00
C 1.4010 0.7194 -3.0346  -0.02
P 1.0551 -1.1815 0.6532  0.04
C 1.3475 -2.9554 0.3513  -0.01
C 1.7721 -3.8475 1.3329  0.01
C 1.8482 -5.2059 1.0563  -0.01
C 1.5129 -5.6843 -0.2009  0.02
C 1.0826 -4.8045 -1.1846  0.01
C 0.9842 -3.4537 -0.9023  0.06
C 1.5168 -0.9594 2.4078  -0.03
C 0.4763 -0.7944 3.3146  0.06
C 0.7427 -0.5719 4.6576  0.00
C 2.0529 -0.4959 5.1026  0.00
C 3.1011 -0.6415 4.2019  0.00
C 2.8317 -0.8718 2.8631  0.02
H 5.0233 -5.5946 -1.1866  0.00
H 4.4251 -4.4117 -0.0338  0.00
H 6.1758 -4.7174 -0.1737  0.00
H 6.0493 -1.1785 -1.7695  0.00
H 6.6097 -2.1533 -0.4271  0.00
H 4.9252 -0.5551 0.3582  0.00
H 4.3113 -2.1959 0.5372  0.00
H 2.9836 -1.9647 -1.5240  0.00
H 3.6625 -0.3865 -1.8334  0.00
H 2.4041 2.1978 2.2468  -0.01
H 4.3920 3.1401 3.3606  0.00
H 6.4586 3.5497 2.0626  0.00
H 6.5287 3.0176 -0.3472  0.00
H 4.5537 2.0642 -1.4612  0.00
H 2.4319 3.7107 -1.8321  0.00
H 2.0290 4.3450 -4.1752  0.00
H 1.1964 2.6671 -5.7898  0.00
H 0.8080 0.3401 -5.0545  0.00
H 1.2034 -0.2967 -2.7143  0.01
H 2.0253 -3.4912 2.3213  0.00
H 2.1686 -5.8912 1.8297  0.00
H 1.5713 -6.7436 -0.4115  0.00
H 0.7992 -5.1710 -2.1608  0.00
H 0.5985 -2.7787 -1.6581  0.02
H -0.5517 -0.8232 2.9665  0.00
H -0.0759 -0.4389 5.3500  0.00
H 2.2583 -0.3090 6.1478  0.00
H 4.1250 -0.5678 4.5415  0.00
H 3.6490 -0.9579 2.1640  -0.01
C -1.5682 0.1428 -0.8501  1.17
Ge -3.3019 -0.6632 -0.6498  -0.06
C -3.7631 -1.5938 -2.3178  0.05
C -2.8965 -1.6725 -3.4035  0.02
C -3.2342 -2.3836 -4.5473  0.01
C -4.4526 -3.0361 -4.6233  0.00
C -5.3292 -2.9758 -3.5505  0.00
C -4.9825 -2.2643 -2.4135  0.00
C -3.3532 -1.9977 0.7785  -0.02
C -4.5480 -2.2988 1.4290  0.01
C -4.6050 -3.2950 2.3918  0.00
C -3.4636 -4.0082 2.7259  0.00
C -2.2680 -3.7233 2.0866  0.01
C -2.2214 -2.7284 1.1226  -0.04
C -4.7720 0.5707 -0.2664  0.05
C -4.9561 1.0736 1.0232  -0.01
C -6.0049 1.9349 1.3140  0.00
C -6.9047 2.2879 0.3194  0.00
C -6.7431 1.7931 -0.9663  0.00
C -5.6843 0.9410 -1.2534  -0.03
H -1.2290 0.1781 -1.8867  0.00
H -1.9395 -1.1701 -3.3699  -0.01
H -2.5452 -2.4272 -5.3804  0.00
H -4.7190 -3.5906 -5.5132  0.00
H -6.2824 -3.4849 -3.5993  0.00
H -5.6794 -2.2345 -1.5842  0.00
H -5.4488 -1.7436 1.1998  0.00
H -5.5429 -3.5082 2.8851  0.00
H -3.5091 -4.7813 3.4796  0.00
H -1.3688 -4.2744 2.3332  0.00
H -1.2841 -2.5269 0.6177  0.01
H -4.2525 0.8278 1.8094  0.00
H -6.0967 2.3552 2.3042  0.00
H -7.7214 2.9621 0.5439  0.00
H -7.4355 2.0782 -1.7469  0.00
H -5.5640 0.5724 -2.2640  0.00

- Multiplicity: 5
- DFT total energy: -174828.462 eV
- Net charge: 0


DFT (ωB97M-V/def2-TZVPD) results for a 13-piece molecular cluster, H26O13 overall at a distorted geometry.

Last column: natural (NBO) charge in e.
Positions of all 39 atoms, in Å:
O 1.7747 -18.0644 3.6757  -0.99
H 1.4149 -17.3839 3.1067  0.51
H 2.5300 -18.4041 3.1957  0.50
O 3.1761 -21.3123 3.2890  -0.97
H 3.3210 -22.2117 3.5826  0.51
H 2.5057 -21.3866 2.6098  0.50
O -0.9535 -19.8674 3.9689  -0.98
H -0.1233 -20.1357 4.3626  0.51
H -1.2347 -20.6278 3.4602  0.48
O 0.7056 -18.3479 -0.1911  -0.96
H 0.4830 -17.9305 0.6410  0.48
H 0.2609 -17.8174 -0.8522  0.48
O 0.5671 -17.4147 6.0142  -0.88
H -0.3384 -17.7194 5.9562  0.48
H 0.9535 -17.6483 5.1702  0.48
O 3.9018 -16.4991 5.2505  -0.29
H 4.2476 -16.2462 4.3945  0.52
H 3.2757 -17.1974 5.0597  0.52
O 3.4168 -18.4825 1.4385  -0.99
H 4.1819 -19.0577 1.4424  0.49
H 3.0553 -18.5701 0.5565  0.53
O 4.4278 -19.3093 4.8912  -0.89
H 5.3788 -19.2496 4.8009  0.49
H 4.1215 -19.5848 4.0272  0.49
O 0.8352 -15.6702 2.0213  -1.00
H 0.7465 -15.2741 1.1545  0.49
H 0.0628 -16.2285 2.1103  0.50
O -0.9845 -17.5702 2.2856  -1.00
H -0.9794 -18.4223 2.7217  0.52
H -1.8140 -17.1712 2.5481  0.50
O 2.1050 -13.5852 3.5891  -0.94
H 1.8676 -13.0144 2.8584  0.47
H 1.8745 -14.4651 3.2910  0.48
O 1.4166 -20.9405 5.2035  -0.98
H 1.8064 -20.9908 6.0763  0.49
H 2.1413 -20.6888 4.6311  0.48
O 4.6467 -16.1621 2.5130  -0.99
H 4.7751 -15.5955 1.7523  0.50
H 4.3357 -16.9897 2.1460  0.49

- Multiplicity: 2
- DFT total energy: -27030.793 eV
- Relative energy (zero: lowest compared OMol25 entry of this formula, charge and spin): 0.000 eV
- Net charge: +1


DFT (ωB97M-V/def2-TZVPD) results for one molecule with the formula C3H6N2O2 at a distorted geometry.

Last column: natural (NBO) charge in e.
Positions of all 13 atoms, in Å:
C -1.4868 0.9701 0.6698  -0.43
N -0.4294 0.0157 0.5800  -0.22
N -0.2992 -0.7930 1.5423  0.22
O 0.5188 -1.7131 1.4683  -0.45
C 0.3393 -0.0728 -0.8767  0.19
C 1.6537 -0.5778 -0.9436  -0.10
O 1.4234 0.7415 -1.0130  -0.45
H -2.4317 0.4790 0.5927  0.20
H -1.5129 1.4268 1.7432  0.23
H -1.3170 1.7095 -0.1950  0.22
H -0.4041 -0.1867 -1.6485  0.19
H 2.0331 -0.9662 -0.0442  0.22
H 1.9127 -1.0329 -1.8753  0.18

- Structure (SMILES): CN(N=O)[C@@H]1CO1
- DFT total energy: -10278.669 eV
- Relative energy (zero: lowest compared OMol25 entry of this formula, charge and spin): 6.128 eV
- Net charge: 0


DFT (ωB97M-V/def2-TZVPD) results for C38H57As2CsN6S3Si2 as an isolated structure.

Last column: Mulliken charge in e.
Positions of all 109 atoms, in Å:
Cs -0.1459 0.3377 -0.5293  1.29
C -0.0156 -0.9950 -5.9042  -1.70
C 0.0572 -0.3227 -4.5615  0.63
N -0.4918 -0.8787 -3.4703  -0.08
N -0.9979 -2.1352 -3.6702  -0.06
C -1.7115 -2.7927 -2.7696  -0.12
N -1.9648 -4.1260 -3.1152  -0.63
S -2.3118 -2.1451 -1.3374  -0.18
C 0.7363 0.9173 -4.3896  0.45
C 1.2462 1.7090 -5.4605  -0.91
C 1.8777 2.8964 -5.1996  -0.36
C 2.0264 3.3391 -3.8764  -0.93
C 1.5042 2.5174 -2.8888  -0.08
N 0.8923 1.3654 -3.1044  0.01
H 0.5538 -1.9350 -5.9275  0.32
H 0.3990 -0.3756 -6.6924  0.26
H -1.0490 -1.2335 -6.1845  0.37
H -0.7723 -2.6326 -4.5226  0.33
H -1.1370 -4.6257 -3.4146  0.22
H -2.4031 -4.5990 -2.3393  0.28
H 1.1311 1.3932 -6.4880  0.08
H 2.2567 3.4920 -6.0234  0.38
H 2.5159 4.2698 -3.6270  0.41
H 1.5936 2.8104 -1.8417  0.26
S -1.9977 2.8919 0.4036  -0.22
C -1.4500 4.3730 1.1498  -0.10
C -2.0966 5.5992 0.9231  -0.69
C -1.6457 6.7727 1.5025  -0.49
C -0.5307 6.7667 2.3329  -0.76
C 0.1194 5.5627 2.5799  -0.50
C -0.3392 4.3785 2.0164  -0.09
As 0.6148 2.5965 2.1512  0.72
C 2.0745 3.2509 3.3139  -0.21
C 3.3313 3.4495 2.7488  -0.49
C 4.3921 3.9197 3.5113  -0.67
C 4.2087 4.1958 4.8594  -0.45
C 2.9609 3.9987 5.4344  -0.64
C 1.9021 3.5317 4.6654  0.11
C -0.4949 1.7637 3.5356  0.82
C -1.7874 2.2182 3.7910  -0.55
C -2.5743 1.5888 4.7451  -0.80
C -2.0838 0.5006 5.4553  -0.26
C -0.7939 0.0556 5.2187  -0.81
C -0.0042 0.6858 4.2636  -0.06
H -2.9589 5.6078 0.2670  0.38
H -2.1648 7.7033 1.2976  0.32
H -0.1683 7.6840 2.7829  0.38
H 0.9917 5.5589 3.2227  0.28
H 3.4918 3.2220 1.7003  0.36
H 5.3635 4.0595 3.0523  0.38
H 5.0355 4.5562 5.4598  0.35
H 2.8088 4.2062 6.4874  0.38
H 0.9315 3.3803 5.1238  0.41
H -2.1855 3.0465 3.2211  0.30
H -3.5872 1.9342 4.9177  0.29
H -2.7175 -0.0127 6.1670  0.38
H -0.4016 -0.8021 5.7512  0.42
H 0.9957 0.3136 4.0845  0.43
C 5.3045 -0.5058 -0.3647  -1.04
Si 4.8180 -1.9591 0.7443  0.44
C 5.1421 -1.3668 2.5170  -0.98
C 6.1526 -3.2751 0.4468  -1.16
As 2.6902 -2.6193 0.1938  -0.12
Si 2.1757 -3.7368 2.1298  0.20
C 0.6517 -4.8048 1.7966  -1.03
C 1.7023 -2.6540 3.6090  -0.78
C 3.4967 -4.9275 2.7953  -1.09
H 6.3547 -0.2303 -0.2174  0.31
H 4.6857 0.3684 -0.1494  0.16
H 5.1576 -0.7574 -1.4178  0.28
H 6.2042 -1.1323 2.6523  0.43
H 4.8678 -2.1237 3.2551  0.19
H 4.5636 -0.4674 2.7357  0.14
H 7.1589 -2.8651 0.5928  0.30
H 6.0730 -3.6602 -0.5724  0.29
H 6.0211 -4.1201 1.1273  0.27
H -0.1720 -4.1928 1.4202  0.20
H 0.3140 -5.3107 2.7074  0.31
H 0.8768 -5.5589 1.0385  0.26
H 0.8106 -2.0656 3.3791  -0.10
H 2.5032 -1.9552 3.8626  0.26
H 1.4839 -3.2681 4.4906  0.50
H 3.8020 -5.6251 2.0120  0.25
H 3.1072 -5.5004 3.6447  0.35
H 4.3902 -4.3942 3.1295  0.30
C -5.9744 -4.3861 1.7147  -1.08
C -4.5716 -3.8667 1.4432  -0.56
N -4.5443 -2.4346 1.1863  0.13
C -4.3826 -1.5158 2.1688  0.43
S -4.4475 -1.9075 3.8097  -0.43
N -4.1816 -0.2500 1.7600  0.25
C -4.4547 0.2755 0.4281  0.83
C -5.9497 0.4182 0.1658  -1.32
H -5.9592 -5.4734 1.8221  0.37
H -6.6453 -4.1304 0.8920  0.28
H -6.3652 -3.9493 2.6332  0.28
H -4.1528 -4.3400 0.5533  0.24
H -3.9147 -4.0905 2.2845  0.41
H -4.1784 -2.1880 0.2758  -0.16
H -3.9613 0.4035 2.4951  -0.07
H -3.9918 -0.3497 -0.3376  -0.37
H -3.9604 1.2442 0.3620  -0.24
H -6.4559 -0.5467 0.2277  0.29
H -6.1180 0.8339 -0.8295  0.38
H -6.4021 1.0896 0.8976  0.32
C 1.8819 0.7573 1.7826  -1.20
H 2.4070 0.9322 0.8441  0.42
H 1.2209 -0.0968 1.6846  0.04
H 2.5898 0.6287 2.5972  0.43

- DFT total energy: -219759.827 eV
- Relative energy (zero: lowest compared OMol25 entry of this formula, charge and spin): 1.390 eV
- Net charge: -2